# 1
Density functional theory data (the ωB97M-V functional and the def2-TZVPD basis) for C41H42P2TeW as an isolated structure at a distorted geometry.

```
87
Properties=species:S:1:pos:R:3:lowdin_charge:R:1
W 0.1464 -0.3784 -0.6393 0.637
Te -0.9194 1.3357 0.8341 1.059
P -1.7741 -0.5930 -1.9624 0.848
P 1.9172 0.2777 -1.9049 0.884
C -0.7534 0.7325 2.9805 -0.524
C -4.1655 -4.5306 -1.3395 -0.037
C -1.6903 0.7481 -5.8410 -0.093
C 2.6765 2.2758 -3.7078 -0.084
C 3.0536 4.5652 -3.0311 -0.035
C 2.5328 2.8915 -1.3577 -0.089
C -0.8245 -0.9143 4.7691 -0.060
C -0.2188 -0.0012 5.6418 -0.058
C -0.2289 1.6800 3.8765 -0.142
C 5.6541 -2.3584 -1.3885 -0.040
C 4.3910 -2.9582 -1.4894 -0.056
C -4.3190 0.5491 -2.5263 -0.062
C -3.1524 -2.4919 -0.5288 -0.108
C 1.2736 0.9512 -6.3760 -0.123
C 5.8163 -1.0057 -1.7147 -0.044
C 0.2692 -1.2397 -7.1446 -0.163
C 1.1834 -0.3882 -6.3121 -0.122
C -1.1742 -1.5676 -6.6718 -0.182
C -2.9326 0.7526 -2.5051 -0.347
C 0.0449 1.3041 5.2054 -0.059
C 0.8435 -0.4831 -3.1278 -0.280
C 2.8430 4.1998 -1.6983 -0.054
C -1.0952 -0.5488 3.4346 -0.150
C 3.4275 -0.7965 -1.9895 -0.337
C 1.4402 -1.0187 0.9758 -0.285
C 2.4364 1.9365 -2.3818 -0.374
C 0.3154 1.8636 -7.0625 -0.170
C 4.7061 -0.2303 -2.0526 -0.065
C -1.9041 -0.5767 -5.8104 -0.150
C 2.9784 3.5963 -4.0410 -0.039
C 3.2801 -2.1923 -1.8467 -0.104
C -3.8454 -3.6708 -0.2759 -0.054
C -3.6569 -4.2643 -2.6182 -0.046
C -4.6727 2.9184 -2.9633 -0.039
C -2.7262 -2.1642 -1.8355 -0.354
C -0.4930 -0.8618 -3.1575 -0.282
C -3.2894 3.1111 -2.9612 -0.061
C -2.4160 2.0415 -2.7637 -0.143
C -5.1831 1.6329 -2.7433 -0.040
C -1.1756 1.4539 -7.0565 -0.161
C -2.8874 -3.1153 -2.8594 -0.067
H -1.7772 -1.7638 -7.5740 0.129
H -1.5651 -1.2530 2.7438 0.089
H -1.3279 0.7772 -7.8982 0.108
H 2.3676 2.5705 -0.3256 0.100
H 1.3448 -0.5802 1.9824 -0.005
H 3.1575 3.8545 -5.0844 0.120
H -0.8192 -1.5089 -3.9923 0.065
H -2.4173 -2.9794 -3.8350 0.092
H 6.8064 -0.5556 -1.7044 0.120
H -1.7838 2.3635 -7.2230 0.131
H 0.2078 -0.7783 -8.1327 0.116
H 0.6387 1.9618 -8.1106 0.131
H -4.1511 -3.9096 0.7467 0.121
H -4.7118 -0.4546 -2.3486 0.111
H -3.8619 -4.9611 -3.4365 0.122
H -1.0955 -1.9047 5.1386 0.115
H 3.2736 5.6044 -3.2934 0.124
H -5.3417 3.7622 -3.1423 0.123
H 2.5982 1.4877 -4.4576 0.074
H -0.0397 2.6999 3.5324 0.095
H 0.4553 2.0167 5.9267 0.118
H -1.3319 2.1972 -2.7822 0.105
H -2.9236 -1.8049 0.2951 0.089
H -2.8878 4.1171 -3.1095 0.121
H 1.9655 -0.9612 -5.8123 0.098
H 4.8162 0.8075 -2.3608 0.110
H -1.9772 1.4113 -5.0196 0.082
H 0.0605 -0.3134 6.6504 0.119
H -4.8059 -5.4026 -1.1652 0.125
H 4.2825 -4.0282 -1.2953 0.120
H -2.7654 -0.9985 -5.2733 0.109
H 2.2368 1.4352 -6.1786 0.094
H 0.7862 -2.2126 -7.2481 0.123
H 0.4233 2.8696 -6.6382 0.109
H 2.9171 4.9514 -0.9137 0.120
H -1.1517 -2.5216 -6.1394 0.097
H 2.3074 -2.6818 -2.0008 0.108
H 2.4647 -0.8064 0.6292 -0.005
H 1.3235 -2.1197 1.0531 0.032
H 1.4489 -0.8361 -3.9585 0.058
H -6.2596 1.4820 -2.7391 0.119
H 6.5151 -2.9623 -1.0873 0.123
```

Output
Charge ... +2
E_HOMO (alpha / beta) ... -13.28 / -13.30 eV
Spin multiplicity ... 3
Kohn-Sham gap (alpha / beta) ... 5.64 / 5.87 eV
Molar mass ... 908.175 g/mol
<S²> ... 2.09

=====

# 2
Density functional theory data (the ωB97M-V functional and the def2-TZVPD basis) for a 6-piece molecular cluster, C41H43Cl10NOPS overall at a distorted geometry.

```
98
Properties=species:S:1:pos:R:3:lowdin_charge:R:1
Cl 5.7804 6.4095 4.4273 0.670
Cl 3.5546 5.7466 -8.2686 0.686
Cl 2.8724 3.0656 -1.3471 0.707
Cl -5.3536 -7.0827 6.6358 0.661
Cl -1.3191 -4.9662 2.8440 0.722
Cl 3.0953 5.2500 -3.6538 0.658
Cl 8.6247 5.2055 3.6587 0.670
Cl 1.5313 6.8292 -6.0538 0.677
Cl -3.3855 -7.1685 3.8026 0.688
Cl -7.2228 -5.8832 8.9019 0.674
S 0.7052 -1.2626 -1.2650 0.812
P 1.5131 -2.6679 1.2003 0.888
O -2.2815 -0.2180 -1.1279 -0.036
N -2.3115 -0.2231 0.1566 -0.107
C -1.7972 1.3873 2.0025 -0.012
C -1.1433 -2.4120 0.4817 -0.210
C -6.5930 -4.8817 7.6416 -0.688
C -0.7475 1.6714 -0.2176 -0.057
C -2.5639 -8.5826 1.6615 -0.105
C -2.4422 -1.5986 0.6993 -0.450
C -1.8082 -8.7841 0.5187 -0.080
C 7.3166 3.9100 1.6991 -0.109
C -2.7831 -1.5962 2.2007 -0.038
C 0.5283 8.3611 -8.0241 -0.108
C 2.3107 1.3355 -3.3211 -0.120
C 1.6013 -2.1722 2.9722 -0.298
C 2.7073 3.6033 -4.0154 -0.670
C 3.0651 -1.8892 0.5780 -0.333
C 4.9539 4.0716 1.3118 -0.092
C 4.8381 4.9482 2.3764 -0.105
C 2.4868 3.2347 -5.3338 -0.109
C 2.0912 0.9687 -4.6376 -0.073
C -5.7715 -5.4021 6.6496 -0.672
C 0.1639 -1.5851 0.4575 -0.841
C -0.9110 -7.8120 0.0963 -0.078
C 2.1784 1.9204 -5.6444 -0.074
C -5.6049 -3.2241 5.6511 -0.079
C 5.9614 5.3086 3.1064 -0.690
C 2.6159 2.6503 -3.0102 -0.663
C 0.4624 8.8467 -9.3184 -0.082
C 6.1948 3.5527 0.9713 -0.077
C -2.4234 -7.4094 2.3873 -0.675
C -0.0346 -0.2713 1.2271 -0.185
C -6.9212 -3.5339 7.6332 -0.110
C 1.3468 8.3787 -10.2805 -0.083
C -3.6139 -2.3076 -0.0274 -0.006
C -0.7678 -6.6401 0.8196 -0.099
C 1.4753 7.4055 -7.6833 -0.673
C 2.3570 6.9368 -8.6474 -0.679
C 7.2028 4.7865 2.7685 -0.690
C -6.4293 -2.7054 6.6396 -0.082
C -1.5232 -6.4417 1.9654 -0.656
C 2.2917 7.4251 -9.9441 -0.110
C -1.2310 0.6103 0.7788 -0.450
C -5.2775 -4.5692 5.6561 -0.108
H -3.3054 -3.2682 -0.4349 0.082
H -4.4143 -2.5249 0.6822 0.076
H -4.0388 -1.6790 -0.8027 0.078
H 6.2882 2.8705 0.1371 0.106
H -7.5626 -3.1386 8.4081 0.106
H -2.7959 1.0192 2.2300 0.064
H 2.9845 7.0553 -10.6868 0.105
H 3.3237 -2.2980 -0.3930 0.015
H 8.2871 3.5104 1.4409 0.106
H 2.9519 -0.8032 0.5020 0.027
H -3.5684 -0.8641 2.3925 0.084
H 2.0063 1.6416 -6.6752 0.108
H 0.6385 -2.3449 3.4497 0.023
H -1.9236 -1.3886 2.8355 0.077
H -1.1883 -3.0427 -0.4038 0.098
H -1.5829 2.2157 -0.6521 0.093
H -6.6898 -1.6558 6.6383 0.106
H -0.1440 -0.5047 2.2846 0.077
H 3.8609 -2.0672 1.3011 0.037
H -0.2792 9.5907 -9.5753 0.106
H -0.0893 1.2682 -0.9786 0.032
H -1.9212 -9.7013 -0.0427 0.107
H -1.1665 1.2822 2.8819 0.085
H 2.5567 3.9798 -6.1128 0.054
H 2.3689 -2.7939 3.4318 0.037
H -4.6359 -4.9746 4.8873 0.057
H -0.3762 -1.6734 -1.9300 -0.104
H -0.0686 -5.8768 0.5033 0.098
H 3.8748 5.3581 2.6459 0.106
H -1.0651 -3.1021 1.3290 0.011
H 1.9081 -1.1317 3.0950 0.042
H 1.8519 -0.0592 -4.8748 0.107
H 2.2413 0.6029 -2.5306 0.044
H -1.9237 2.4352 1.7411 0.079
H 1.3022 8.7560 -11.2928 0.106
H -3.2662 -9.3336 1.9946 0.108
H -3.1948 -2.5693 2.4596 0.064
H -0.1642 2.3888 0.3660 0.084
H -0.1562 8.7214 -7.2693 0.106
H -0.3208 -7.9656 -0.7967 0.107
H -5.2149 -2.5813 4.8733 0.100
H 4.0788 3.7902 0.7433 0.028
H 0.8706 0.3344 1.1313 0.120
```

Output
Charge ... 0
E_HOMO (alpha / beta) ... -8.48 / -8.49 eV
Spin multiplicity ... 2
Kohn-Sham gap (alpha / beta) ... 8.93 / 8.77 eV
Molar mass ... 983.372 g/mol
<S²> ... 0.75

=====

# 3
Density functional theory data (the ωB97M-V functional and the def2-TZVPD basis) for C41H43Cl3O5P2PtS as an isolated structure at a distorted geometry.

```
96
Properties=species:S:1:pos:R:3:lowdin_charge:R:1
Pt 0.5211 -0.2843 -0.6343 1.005
Cl -1.8450 -4.9902 -0.4395 0.623
Cl 0.6147 -3.5450 -0.6913 0.628
Cl -0.7546 -3.6006 1.8521 0.637
S 0.3774 0.4074 -2.7060 0.729
P -3.8961 3.3607 0.1997 1.031
P -1.0985 2.1375 0.6166 1.029
O 0.6571 1.8472 -2.7991 -0.448
O -1.3222 -1.2331 -0.7349 -0.253
O -3.0451 -2.4004 0.0134 0.024
O 2.4709 0.0191 -0.6445 -0.261
O 0.5225 -0.6070 1.3573 -0.157
C -3.4039 -0.3115 3.8019 -0.081
C 0.6187 3.5265 2.4867 -0.096
C -4.4856 5.1051 0.0674 -0.377
C 0.4511 2.8819 1.2584 -0.358
C 1.5426 2.8449 0.3889 -0.117
C 2.9488 3.9125 2.0208 -0.082
C -3.5026 -0.5542 2.4404 -0.066
C -4.2162 6.0110 1.0945 -0.109
C -1.6981 -1.0120 -4.2116 -0.251
C -4.5912 1.8903 -2.0474 -0.108
C -4.7217 7.3016 1.0602 -0.092
C -3.0040 3.6329 -2.4966 -0.092
C -1.2893 0.2061 -3.3869 -0.292
C 1.4380 -0.3454 -3.9539 -0.286
C 1.7111 -1.8469 -3.8974 -0.268
C 5.0961 0.2735 2.5359 -0.083
C 3.2192 0.0705 0.4261 -0.325
C -2.5762 0.7062 4.2557 -0.092
C 2.8427 -2.2487 -2.9603 -0.121
C -3.8790 2.3099 -4.3043 -0.105
C 2.8266 -0.1831 1.7689 -0.088
C -1.8654 -2.2680 -0.2261 -0.803
C 2.7815 3.3461 0.7674 -0.076
C -5.8111 6.8154 -1.0157 -0.087
C 1.4914 -0.5692 2.1454 -0.329
C -5.3005 5.5254 -0.9831 -0.097
C -0.9790 -3.5424 0.0887 -1.474
C 1.8562 4.0221 2.8714 -0.082
C -2.1284 3.6700 0.6130 -0.533
C 1.1418 -0.9156 3.5635 0.003
C -1.8479 1.4741 3.3570 -0.094
C -5.5205 7.7105 0.0024 -0.098
C 3.7990 -0.0618 2.7932 -0.030
C -4.6441 1.5856 -3.4038 -0.092
C -1.9770 -2.3286 -3.5004 -0.088
C -2.7692 0.2126 1.5464 -0.131
C 4.5799 0.3848 0.1845 -0.015
C 5.4857 0.4873 1.2011 -0.064
C -3.7860 2.9257 -1.5824 -0.414
C -1.9227 1.2312 1.9856 -0.381
C -3.0480 3.3279 -3.8466 -0.087
H 2.9770 -3.3309 -2.9767 0.076
H -3.9645 -0.9122 4.5070 0.101
H 3.4965 -0.2313 3.8168 0.107
H -3.9240 2.0811 -5.3621 0.104
H -1.2951 1.0901 -4.0303 0.088
H 0.1129 -1.2644 3.5840 0.071
H -5.9157 8.7176 -0.0259 0.099
H 1.9615 4.5066 3.8340 0.101
H 2.6480 -1.9330 -1.9409 0.018
H 2.3488 0.2518 -3.8894 0.106
H -2.8364 -0.0116 0.4902 0.076
H 3.7821 -1.7888 -3.2753 0.082
H -5.2908 0.7906 -3.7532 0.105
H -2.6249 -0.6971 -4.7009 0.109
H -2.3751 4.4471 -2.1575 0.108
H -0.9814 -1.1578 -5.0255 0.100
H 4.8633 0.5516 -0.8465 0.121
H -1.9615 0.3968 -2.5483 0.086
H 5.8110 0.3679 3.3407 0.101
H -2.4944 0.9091 5.3166 0.100
H -2.1164 4.0893 1.6245 0.035
H 6.5140 0.7402 0.9746 0.109
H -0.2202 3.6840 3.1502 0.082
H 0.7982 -2.3908 -3.6484 0.076
H 1.9709 -2.1486 -4.9155 0.116
H -2.4384 3.8883 -4.5446 0.108
H 0.9261 -0.0599 -4.8767 0.095
H -3.6073 5.7107 1.9385 0.093
H 1.4177 2.4391 -0.6042 0.058
H -5.1976 1.3343 -1.3418 0.100
H 3.6158 3.2845 0.0800 0.109
H -1.6591 4.3960 -0.0550 0.055
H -4.4929 7.9887 1.8650 0.101
H 3.9171 4.2890 2.3256 0.103
H -2.7590 -2.2062 -2.7521 0.078
H 1.8069 -1.6819 3.9599 0.097
H -6.4374 7.1209 -1.8443 0.102
H -5.5369 4.8443 -1.7910 0.100
H -2.3163 -3.0657 -4.2293 0.085
H -1.1010 -2.7332 -2.9953 0.038
H 1.2282 -0.0259 4.1902 0.101
H -4.1204 -1.3555 2.0572 0.104
H -1.2146 2.2505 3.7584 0.073
```

Output
Charge ... 0
E_HOMO ... -7.91 eV
Energy relative to the best compared isomer or geometry (same formula, charge and spin) ... 0.000 eV
Kohn-Sham gap ... 7.63 eV
Molar mass ... 1011.242 g/mol

=====

Among the records above, which one has the highest molar mass? C41H43Cl3O5P2PtS

=====

Which value of molar mass does entry 1 give? 908.175 g/mol

=====

The highest charge belongs to which entry? C41H42P2TeW